(1)
The following is a DFT calculation (wB97M-V/def2-TZVPD) of C45H63BrN4O2PSV as an isolated structure at a distorted geometry.

Its spin multiplicity is 2. As for the LUMO energy (spin up / spin down): -10.064 / -9.309 eV. As for the net charge: +3. The value obtained for the frontier orbital gap (spin up / spin down) is 3.90 / 4.65 eV. The calculation puts the HOMO energy (spin up / spin down) at -0.51301 / -0.51301 hartree.

Geometry as XYZ:
```
118
Properties=species:S:1:pos:R:3:mulliken_spin:R:1
H -4.77 2.18 -4.61 0.0000
C -0.93 -2.55 -6.37 -0.0003
S -2.90 -3.51 0.59 -0.0003
H 5.81 4.81 7.29 0.0000
H -2.42 -5.58 1.59 -0.0001
H 0.72 -1.15 -6.21 -0.0001
C -0.99 -1.37 -3.90 -0.0343
C 1.02 0.41 3.69 -0.0013
H 4.36 7.11 7.77 0.0000
C -5.26 0.37 -1.71 0.0000
C 0.04 0.03 4.62 0.0004
C -3.12 1.12 -3.73 -0.0055
C 3.42 -3.30 2.19 -0.0001
O -1.90 -2.41 0.06 0.0216
H 2.93 3.08 -3.43 0.0001
H 1.86 3.77 4.52 0.0001
H 1.83 2.65 -1.42 -0.0001
H 1.21 -1.41 -3.89 0.0022
H 2.00 1.64 5.00 -0.0001
O 3.41 0.89 2.27 0.0000
C 0.36 -1.99 -4.25 0.0066
H -2.15 -3.06 -3.22 0.0006
H 3.99 5.90 8.96 0.0000
H 3.09 -5.23 -0.59 0.0000
C 4.22 -3.11 3.44 0.0000
C 2.76 2.01 -3.29 0.0001
H 3.21 1.58 -1.20 0.0002
H -2.65 -4.25 -1.65 -0.0023
C 3.20 1.47 3.32 -0.0002
H 2.67 6.72 8.10 0.0000
H -2.75 1.17 -1.61 -0.0058
N 1.55 -2.61 0.85 0.0008
C -0.97 -0.83 4.24 -0.0033
H 1.20 -2.83 -6.04 0.0000
C -1.68 0.55 0.63 -0.2116
H -1.28 -4.34 2.14 -0.0003
H -4.24 -1.16 -2.84 0.0007
H -0.41 1.74 -1.77 0.0025
H -1.16 -0.56 -4.61 -0.0013
C -1.00 -1.27 2.93 0.0324
H 1.20 0.24 -0.73 0.0245
C 0.43 -2.11 -5.78 -0.0006
C 2.72 3.94 5.16 0.0000
C -4.02 -0.49 -2.01 0.0015
H 0.08 2.74 -3.69 -0.0003
H 3.71 1.51 -3.48 0.0001
C -0.93 1.71 0.55 0.0492
H -2.68 -3.68 -5.78 0.0001
H 3.62 -3.36 4.32 0.0000
N 2.03 1.26 4.06 0.0000
H -0.41 1.32 -4.57 -0.0001
H 5.00 2.27 3.49 0.0000
C -3.56 1.84 1.42 -0.0168
C 2.63 4.90 6.16 -0.0001
H -4.37 -3.93 -1.23 0.0000
H -0.90 3.84 0.80 -0.0003
C 3.74 5.24 6.94 0.0000
H 1.82 -0.27 -2.30 0.0002
C 0.28 1.68 -3.80 -0.0026
H -4.80 2.46 -2.09 0.0006
H 4.54 -2.07 3.55 0.0000
C 1.72 1.51 -4.30 -0.0006
H -3.79 -1.11 -1.14 0.0017
C -2.99 0.61 1.11 0.0556
H -1.18 -4.20 -5.02 -0.0001
H -1.73 -1.15 4.94 0.0001
Br 0.64 -3.69 -1.45 0.0069
H 1.63 0.21 1.64 0.0015
H -6.34 1.93 -2.75 -0.0002
C 3.67 6.30 8.00 0.0000
V -0.74 -1.19 0.09 1.1007
H -6.16 -0.24 -1.87 0.0000
N 4.08 2.32 3.90 0.0000
C -3.43 -4.36 -0.89 0.0022
C 2.33 1.76 -1.83 0.0013
H 1.82 2.08 -5.23 -0.0001
C -1.79 -4.75 1.27 -0.0002
N -0.12 -0.86 2.01 -0.0509
C 3.92 3.28 4.93 0.0001
H 5.97 3.09 5.54 0.0000
H 1.91 0.47 -4.56 -0.0003
H -0.78 -3.16 -7.25 0.0000
H -1.09 -5.07 0.51 0.0000
H 0.43 -2.98 -3.80 0.0018
C 3.70 -4.30 1.27 0.0001
H -5.08 0.47 -4.39 -0.0002
C -4.63 1.35 -3.93 -0.0001
C -2.08 -2.43 -4.11 -0.0017
C 2.90 -4.46 0.15 -0.0017
H -3.58 -0.29 1.24 -0.0034
C 2.34 -2.47 1.92 0.0094
C 4.93 4.56 6.69 0.0000
H -3.56 -5.42 -0.65 -0.0003
H -3.04 -1.95 -4.27 0.0000
C 1.84 -3.59 0.02 0.0087
C 1.37 0.58 -1.77 0.0053
H -5.26 0.67 -0.66 0.0002
H -2.75 0.55 -4.59 0.0001
H 5.10 -3.75 3.45 -0.0001
H 0.08 0.41 5.64 -0.0001
P -1.15 -0.41 -2.31 0.0464
C -1.50 2.94 0.88 -0.0140
C 5.03 3.60 5.71 0.0000
H 2.10 -1.65 2.59 0.0000
C 0.89 -0.06 2.38 0.0180
C 0.04 1.00 -2.43 -0.0507
H 4.55 -4.96 1.42 0.0000
C -1.75 -3.32 -5.33 0.0002
C -5.31 1.62 -2.59 -0.0007
H -1.79 -1.93 2.60 -0.0063
H -3.27 3.96 1.53 -0.0005
C -2.83 0.41 -2.39 -0.0060
H -4.58 1.88 1.76 0.0001
H 1.70 5.43 6.32 0.0000
H -2.60 2.08 -3.73 -0.0006
H -1.51 -1.68 -6.70 -0.0002
C -2.82 3.00 1.30 0.0212
H 0.12 1.70 0.25 0.0014
```

***

(2)
The following is a DFT calculation (wB97M-V/def2-TZVPD) of C24H16F3MoN4O3S2Se as an isolated structure.

Its spin multiplicity is 3. As for the LUMO energy (spin up / spin down): -3.959 / -4.693 eV. As for the net charge: +1. The value obtained for the frontier orbital gap (spin up / spin down) is 6.82 / 6.11 eV. The calculation puts the HOMO energy (spin up / spin down) at -0.39612 / -0.39697 hartree.

Geometry as XYZ:
```
54
Properties=species:S:1:pos:R:3:nbo_charge:R:1
C 0.32 2.63 1.45 0.1227
H 3.39 -2.40 3.27 0.2382
N -1.35 0.82 -1.61 -0.4637
C -2.40 4.77 -0.88 -0.1574
N -0.23 2.06 0.38 -0.4302
C 1.32 -2.64 -1.52 -0.1697
C 1.80 -2.61 -0.19 0.1257
H 3.34 -4.59 2.10 0.2357
C 1.82 -5.00 -1.65 -0.1693
C 2.91 -3.71 1.65 -0.0880
C 2.33 -1.37 1.71 0.3231
H -1.72 -0.92 -2.64 0.2442
H -2.63 5.81 -0.67 0.2379
O -0.49 -0.21 1.77 -0.9200
C 2.33 -4.99 -0.38 -0.2021
C 2.93 -2.51 2.29 -0.2600
C 1.32 -3.82 -2.22 -0.1886
C 2.34 -3.79 0.36 -0.0142
C -3.32 2.00 -3.20 -0.0722
H 0.95 -3.83 -3.24 0.2344
Mo 0.25 0.03 -0.31 0.9995
C 2.37 -0.11 2.50 -0.6754
C -2.99 4.13 -1.91 -0.1553
F -1.38 -2.32 3.73 -0.2907
H 3.31 -0.06 3.05 0.2475
H 1.55 -0.08 3.22 0.2536
H 2.74 -5.88 0.07 0.2288
C -2.00 0.12 -2.53 0.1195
H 2.33 0.76 1.85 0.2309
C -0.83 4.69 1.07 -0.0597
H 0.53 4.36 2.69 0.2479
C -1.72 2.11 -1.43 0.2417
C -1.35 -2.65 2.45 0.7448
C 0.04 3.95 1.82 -0.2371
H 1.00 2.04 2.03 0.2238
N 1.44 4.12 -1.46 -0.3757
N 1.74 -1.43 0.52 -0.4790
C -1.45 4.10 -0.04 -0.0583
H 1.81 -5.91 -2.23 0.2337
C -1.11 2.78 -0.34 0.1635
C -3.00 0.68 -3.34 -0.2460
H -3.72 4.63 -2.54 0.2357
H -4.08 2.46 -3.82 0.2387
F -2.30 -3.52 2.17 -0.2846
S 0.83 -1.15 -2.32 0.0507
C -2.69 2.76 -2.20 -0.0874
O -1.33 -1.51 0.04 -0.9107
O -2.93 -0.68 1.75 -0.8577
C 1.85 3.06 -1.24 0.0190
Se 2.45 1.36 -0.87 0.1167
H -1.05 5.72 1.32 0.2397
F -0.16 -3.18 2.15 -0.3076
S -1.63 -1.13 1.44 2.3140
H -3.48 0.05 -4.07 0.2485
```

***

Listing DFT total energy for the structures above in their given order: -173573.0552; -134273.0812 eV.
Listing energy above the lowest of the compared OMol25 structures with the same formula, charge and spin for the structures above in their given order: 144.8; 9.9 kJ/mol.